(1)
{"formula": "C2HIS", "method": "ωB97M-V/def2-TZVPD", "elements": ["S", "C", "C", "I", "H"], "xyz": [[-0.28456, 1.42187, -1.25459], [-0.45803, -0.01767, -0.45618], [-0.49335, -0.51886, 0.97795], [0.13691, -2.40253, 1.50548], [1.09903, 1.51718, -0.77267]], "forces_ev_per_angstrom": [[2.711, -0.424, 0.571], [-1.026, -2.427, 8.905], [0.318, 2.301, -8.551], [-0.012, -0.014, 0.066], [-1.991, 0.565, -0.990]], "homo_lumo_gap_ev": [7.740, 7.743], "total_energy_ev": -21020.818, "charge": 0, "max_force_ev_per_a": 9.29, "smiles": "SC#CI", "multiplicity": 1, "e_lumo_ev": [-1.03, -1.02]}

***

(2)
{"formula": "C2HKO2", "method": "ωB97M-V/def2-TZVPD", "elements": ["O", "C", "O", "C", "K", "H"], "xyz": [[-1.73229, 0.86676, -0.45666], [-1.36379, 0.49614, 0.69362], [1.98943, 0.04924, 0.26700], [2.07737, 0.76181, 1.15049], [-0.43176, -1.04328, -1.35074], [-1.95679, 0.98491, 1.51888]], "forces_ev_per_angstrom": [[-0.029, 0.091, 0.735], [0.060, -0.608, -0.919], [0.228, 0.840, 0.978], [-0.162, -0.877, -1.060], [0.021, 0.209, 0.341], [-0.118, 0.345, -0.075]], "homo_lumo_gap_ev": 5.036, "total_energy_ev": -22507.644, "charge": 0, "max_force_ev_per_a": 1.39, "multiplicity": 1, "e_lumo_ev": -0.60}

***

(3)
{"formula": "C2HLuO2", "method": "ωB97M-V/def2-TZVPD", "elements": ["C", "C", "H", "O", "Lu", "O"], "xyz": [[0.89750, 0.46116, -0.43578], [0.48661, 1.60382, -0.20557], [0.45495, 2.67560, -0.13515], [-2.10860, -1.45391, 1.02675], [-0.50358, -2.48797, 0.17380], [0.77313, -0.79870, -0.42405]], "forces_ev_per_angstrom": [[-1.746, -5.287, 0.616], [0.281, 2.229, -0.062], [0.016, -0.124, -0.009], [5.469, -3.539, -2.894], [-5.446, 3.759, 2.879], [1.426, 2.961, -0.530]], "homo_lumo_gap_ev": [6.659, 4.549], "total_energy_ev": -39792.335, "charge": 1, "max_force_ev_per_a": 7.22, "multiplicity": 2, "e_lumo_ev": [-6.08, -8.19]}

***

(4)
{"formula": "C2HN2O4", "method": "ωB97M-V/def2-TZVPD", "elements": ["C", "C", "N", "N", "O", "O", "O", "O", "H"], "xyz": [[-0.61001, 0.03303, -0.76909], [0.41149, -1.27057, 1.17325], [0.69928, 1.78565, -0.55679], [0.03390, -0.01584, 0.39447], [-0.61921, -1.68416, 1.68454], [-1.44246, -0.67203, -1.23938], [1.54358, -1.63527, 0.93715], [-0.12653, 1.08082, -1.49427], [0.10996, 2.37837, -0.12989]], "forces_ev_per_angstrom": [[0.649, -0.242, -0.616], [-0.266, 0.023, -2.148], [3.538, -3.762, -2.444], [-0.171, 1.682, 1.503], [0.055, -0.115, 0.723], [-1.313, -1.109, -0.478], [0.691, -0.447, 1.001], [0.069, 1.364, 0.215], [-3.252, 2.607, 2.244]], "homo_lumo_gap_ev": [8.063, 8.383], "total_energy_ev": -13257.577, "charge": -1, "max_force_ev_per_a": 5.71, "multiplicity": 1, "e_lumo_ev": [2.94, 3.10]}

***

(5)
{"formula": "C2HN3O2", "method": "ωB97M-V/def2-TZVPD", "elements": ["N", "C", "N", "N", "H", "O", "C", "O"], "xyz": [[0.63799, -0.67100, 0.62285], [-0.14829, -0.06811, 1.44144], [-0.34974, -1.68367, 2.25694], [0.80820, -1.50032, 1.63037], [-0.50000, -2.17267, 3.19253], [0.01525, 3.14566, -3.22079], [-0.12187, 2.02757, -3.03416], [-0.34153, 0.92252, -2.88918]], "forces_ev_per_angstrom": [[-1.373, 1.048, -0.600], [-0.950, 1.892, -0.185], [-0.180, 0.265, -2.181], [0.716, -4.250, 4.069], [1.789, 1.050, -1.113], [0.593, 2.040, -0.183], [-0.401, 0.621, -0.316], [-0.194, -2.666, 0.508]], "homo_lumo_gap_ev": 9.721, "total_energy_ev": -10649.503, "charge": 0, "max_force_ev_per_a": 5.93, "smiles": "n1c2[nH]n1-2.O=C=O", "multiplicity": 1, "e_lumo_ev": -0.30}

***

(6)
{"formula": "C2HN3O2", "method": "ωB97M-V/def2-TZVPD", "elements": ["C", "C", "N", "N", "N", "O", "O", "H"], "xyz": [[1.57704, -0.99176, 0.05184], [-0.70542, 0.20978, -0.08487], [2.44816, -1.71219, 0.23362], [-1.74605, -0.43076, -0.19972], [0.62486, -0.21405, -0.23254], [-0.54255, 1.51886, 0.24876], [0.89750, 1.49146, -0.00616], [-2.55354, 0.12865, -0.01093]], "forces_ev_per_angstrom": [[-0.142, -0.691, 0.372], [-0.476, 0.116, 1.039], [1.444, -1.099, 0.369], [0.089, -1.082, -0.244], [-0.879, 5.892, -0.858], [1.062, -0.443, -0.602], [-0.459, -2.974, -0.098], [-0.639, 0.281, 0.021]], "homo_lumo_gap_ev": [8.195, 8.194], "total_energy_ev": -10648.161, "charge": 0, "max_force_ev_per_a": 6.02, "multiplicity": 1, "e_lumo_ev": [-2.53, -2.53]}

***

(7)
{"formula": "C2HN3O2S2", "method": "ωB97M-V/def2-TZVPD", "elements": ["C", "C", "N", "N", "N", "O", "O", "S", "S", "H"], "xyz": [[1.21797, 0.95825, 2.14688], [-0.88871, 0.86261, 0.54648], [0.93373, -0.64096, 0.34150], [-0.08470, -0.11872, -0.05518], [2.03494, 0.77073, 3.23849], [2.72116, -0.21807, 3.34233], [2.04576, 1.75788, 3.97333], [-2.24656, 1.40577, -0.19598], [-0.38215, 1.36250, 2.16879], [-0.45284, -0.33763, -1.00257]], "forces_ev_per_angstrom": [[1.005, -0.264, -2.099], [-1.670, 2.014, 1.068], [0.323, 0.327, 1.342], [0.710, -1.123, -1.388], [-0.575, 0.018, 0.341], [0.036, -0.282, 0.084], [0.191, 0.257, 0.197], [1.038, -0.425, 0.539], [-1.001, -0.648, -0.116], [-0.055, 0.127, 0.031]], "homo_lumo_gap_ev": [6.278, 6.279], "total_energy_ev": -32316.679, "charge": 0, "max_force_ev_per_a": 2.83, "multiplicity": 1, "e_lumo_ev": [-2.44, -2.44]}

***

(8)
{"formula": "C2HN3S", "method": "ωB97M-V/def2-TZVPD", "elements": ["C", "C", "N", "N", "N", "S", "H"], "xyz": [[-0.11034, 1.39856, 0.76141], [0.13918, -1.01922, -0.39581], [-0.44626, 0.33920, 1.01354], [-0.44914, -0.88288, 0.77917], [0.69021, -0.18881, -1.13430], [0.66560, -2.02484, -1.71334], [-0.48926, 2.37798, 0.68933]], "forces_ev_per_angstrom": [[0.271, 3.631, 0.631], [0.591, -0.395, -1.322], [-0.130, -1.834, -0.022], [-1.389, -2.806, 1.999], [0.613, 0.119, -1.462], [-0.132, 0.391, 0.560], [0.176, 0.894, -0.384]], "homo_lumo_gap_ev": 7.733, "total_energy_ev": -17389.859, "charge": 0, "max_force_ev_per_a": 3.71, "multiplicity": 1, "e_lumo_ev": -0.80}

***

(9)
{"formula": "C2HN5O", "method": "ωB97M-V/def2-TZVPD", "elements": ["N", "N", "N", "N", "C", "C", "N", "O", "H"], "xyz": [[3.29786, 1.76072, -0.45292], [2.34591, 1.28777, -0.54639], [1.18223, 0.76141, -0.47679], [0.78575, -0.50516, 0.18426], [-0.38891, -0.80452, 0.27697], [-1.62201, -1.17138, 0.50665], [-2.70272, -1.00683, 0.98020], [-3.83358, -0.96077, 1.06240], [0.93545, 0.63878, -1.53438]], "forces_ev_per_angstrom": [[4.817, 2.702, 0.145], [-2.152, -3.315, 1.846], [-4.328, -1.767, -3.811], [0.461, 1.346, -0.253], [1.311, 0.829, 0.312], [2.040, -0.113, -0.044], [-2.254, -0.207, -1.240], [0.397, 0.121, 1.060], [-0.293, 0.403, 1.985]], "homo_lumo_gap_ev": 8.100, "total_energy_ev": -11558.073, "charge": 2, "max_force_ev_per_a": 6.03, "smiles": "N#[N+]NN=C=C=[N+]=O", "multiplicity": 1, "e_lumo_ev": -12.98}

***

(10)
{"formula": "C2HN5O2", "method": "ωB97M-V/def2-TZVPD", "elements": ["H", "N", "C", "N", "N", "O", "C", "O", "N", "N"], "xyz": [[-2.75127, -0.42716, -0.38208], [-2.07551, -0.59064, -1.10133], [-0.96251, -0.79771, -0.59463], [0.19187, -1.05367, -1.35166], [1.23142, -0.50010, -1.20830], [1.24805, 0.69852, -0.32541], [0.59333, 0.99215, 0.80251], [0.58898, 2.06510, 1.28572], [0.01818, -0.17925, 1.54118], [-0.75595, -0.94041, 0.89901]], "forces_ev_per_angstrom": [[-0.729, 0.044, 0.533], [0.470, -0.089, -0.900], [-0.090, 0.919, 2.351], [-0.136, -0.992, -0.405], [0.467, 0.231, -0.079], [0.583, 0.608, -0.506], [-0.321, -1.451, 0.799], [-0.163, 0.340, 0.053], [-1.413, -0.398, -1.859], [1.333, 0.787, 0.012]], "homo_lumo_gap_ev": 8.868, "total_energy_ev": -13630.362, "charge": 0, "max_force_ev_per_a": 2.53, "smiles": "[H]/N=c1/nnoc(=O)nn1", "multiplicity": 1, "e_lumo_ev": -1.62}

***

(11)
{"formula": "C2HN5O3S", "method": "ωB97M-V/def2-TZVPD", "elements": ["C", "C", "N", "N", "N", "N", "N", "O", "O", "O", "S", "H"], "xyz": [[-0.46995, 1.95796, -0.48827], [0.07038, -0.76868, -0.23991], [-0.09290, 3.00411, -0.76314], [1.30964, -0.83267, -0.21481], [-0.99026, -1.51910, -0.22937], [-0.87003, 0.77538, -0.10519], [2.20577, -0.09499, 0.57132], [-1.17656, -2.69764, -0.49286], [3.34312, -0.18779, 0.24025], [1.73819, 0.54763, 1.46804], [-2.26829, -0.00648, -0.50339], [-2.79911, -0.17772, 0.75734]], "forces_ev_per_angstrom": [[-0.198, 0.193, -0.282], [1.080, 3.977, 1.016], [0.379, 0.917, -0.299], [-0.076, -1.520, -1.558], [-1.150, -1.385, 0.118], [0.500, -3.502, 0.587], [-0.915, 0.038, -0.093], [0.103, 0.020, 0.069], [0.756, -0.073, -0.141], [-0.238, 0.583, 0.872], [-0.359, 0.719, 0.329], [0.117, 0.033, -0.618]], "homo_lumo_gap_ev": [6.984, 6.983], "total_energy_ev": -26507.384, "charge": 0, "max_force_ev_per_a": 4.24, "multiplicity": 1, "e_lumo_ev": [-2.70, -2.70]}

***

(12)
{"formula": "C2HN6", "method": "ωB97M-V/def2-TZVPD", "elements": ["N", "N", "N", "C", "N", "C", "N", "N", "H"], "xyz": [[1.64173, -1.15265, -2.38383], [1.67130, -0.72558, -1.34572], [1.67411, -0.39203, -0.20191], [0.42221, -0.00260, 0.21522], [-0.02242, 0.27480, 1.44108], [-1.31564, 0.59064, 1.14684], [-1.64484, 0.48684, -0.08765], [-0.51851, 0.07375, -0.73044], [-1.90794, 0.84684, 1.94641]], "forces_ev_per_angstrom": [[0.497, 0.160, -0.504], [-0.039, -1.417, -2.101], [1.983, 0.422, 2.324], [-3.014, 0.463, -0.201], [0.848, 0.138, -0.037], [2.359, -0.643, 1.017], [-0.710, -0.208, -1.783], [-0.146, 0.388, -0.114], [-1.778, 0.697, 1.398]], "homo_lumo_gap_ev": 8.606, "total_energy_ev": -11029.764, "charge": -1, "max_force_ev_per_a": 3.08, "smiles": "[N-]=N/N=C1/N=CN=N1", "multiplicity": 1, "e_lumo_ev": 4.81}